(1)
Here is a molecular structure, C17H19FeN2O3 from the Open Molecules 2025 dataset. Energies are from ωB97M-V/def2-TZVPD.

Geometry as XYZ:
```
42
Properties=species:S:1:pos:R:3:forces:R:3:mulliken_charge:R:1
C 1.287949 -3.062063 1.366103 0.1 -0.3 -0.5 -0.73
C 1.245168 -1.631718 1.872037 0.7 0.4 -0.2 -0.55
N 0.005214 -0.935374 1.548945 1.4 0.1 0.6 -0.17
C -1.057576 -1.661709 1.600147 -2.5 -1.1 0.0 0.26
C -2.507596 -1.177440 1.510916 0.5 0.1 -0.1 -0.40
C -3.336680 -2.439583 1.797938 -0.6 0.3 0.3 -0.59
C -2.374522 -3.616656 1.806998 -0.8 -0.1 -0.2 -0.60
N -1.074295 -3.002281 1.779861 0.2 0.0 -0.1 0.24
C 0.082386 -3.842155 1.858590 1.0 -0.4 0.1 -0.48
H 1.282729 -3.042694 0.266139 0.1 -0.1 0.3 0.34
H 2.191076 -3.575067 1.711784 -0.1 0.3 -0.2 0.38
H 1.416794 -1.657591 2.967412 -0.3 0.4 -0.3 0.28
H 2.047576 -1.035128 1.420274 -0.1 -0.2 0.3 0.39
H -2.669544 -0.383820 2.249458 0.1 -0.2 -0.2 0.36
H -2.724902 -0.745380 0.523438 0.3 -0.1 0.2 0.29
H -3.808488 -2.356775 2.777542 -0.1 0.0 -0.2 0.29
H -4.112372 -2.583615 1.048486 0.0 0.0 0.1 0.33
H -2.482446 -4.265794 2.685437 0.2 0.2 -0.1 0.35
H -2.533506 -4.258662 0.925841 0.5 0.1 0.1 0.36
H -0.076192 -4.749648 1.249573 -0.1 0.4 0.3 0.36
H 0.233077 -4.165049 2.909109 -0.3 0.2 -0.3 0.32
O 1.575906 2.828209 -5.114219 -0.6 -0.7 2.2 -0.36
C 1.285984 2.583688 -4.014555 1.5 1.9 -4.5 0.20
Fe 0.858656 2.164959 -2.400420 -0.9 0.7 -0.3 0.74
C -0.495620 1.362685 -3.094547 -4.3 -1.9 -1.3 0.22
O -1.401222 0.805376 -3.572746 1.9 0.9 0.8 -0.37
C 1.813240 0.670608 -2.529931 3.2 -3.4 1.6 0.18
O 2.507342 -0.251776 -2.373175 -1.7 1.8 -0.7 -0.36
C 0.036379 2.025401 -0.243127 -1.0 -0.4 1.5 0.23
C 1.348220 2.092065 0.228868 0.0 -0.6 1.0 -0.34
C 2.373106 2.826050 -0.322015 1.2 0.1 0.4 -0.53
C 2.296328 3.635367 -1.461706 1.6 1.1 0.3 -0.28
C 1.180365 4.328462 -1.968102 0.3 -0.2 -0.6 -0.55
C -0.151123 4.132387 -1.608742 -1.3 1.9 -0.3 -0.47
C -0.669266 2.997357 -0.979172 -0.3 -0.9 -0.2 -0.61
H -0.555135 1.186695 0.153646 0.2 0.5 -0.2 -0.01
H 1.592399 1.421725 1.060913 0.0 0.2 -0.3 0.38
H 3.367196 2.693814 0.121411 -0.3 0.0 -0.3 0.30
H 3.260408 3.918994 -1.910412 -0.5 -0.1 0.3 0.43
H 1.392968 5.101089 -2.727621 -0.2 -0.5 0.4 0.46
H -0.887433 4.806727 -2.081460 0.5 -0.5 0.3 0.32
H -1.762552 2.858320 -1.038935 0.7 0.0 -0.1 0.41
```
Forces are in eV/Å.

Charge ... +1
LUMO level (alpha / beta) ... -2.922 / -7.330 eV
Spin multiplicity ... 5
<S²> ... 6.104


(2)
Here is a molecular structure, C17H19HgNPS from the Open Molecules 2025 dataset. Energies are from ωB97M-V/def2-TZVPD.

Geometry as XYZ:
```
40
Properties=species:S:1:pos:R:3:forces:R:3:mulliken_charge:R:1
C 1.409384 -0.155460 -4.258271 -2.3 -1.5 -2.7 -0.77
C 0.177959 0.093948 -5.159183 -1.0 0.1 -0.1 0.20
C -0.869358 -0.921343 -4.952921 1.6 1.1 -1.6 -0.62
C -0.138182 -2.019438 -4.382991 0.2 -0.2 0.6 -0.34
C 1.239134 -1.735283 -3.827287 -2.8 2.1 -3.0 -0.88
Hg -0.171835 -0.303024 -2.548402 -1.0 1.0 1.9 0.47
P -0.315560 2.943076 -2.646169 -0.1 0.5 0.2 -0.16
H 2.198495 0.671104 -4.235688 -0.8 -2.0 0.3 0.33
H -0.193530 0.880355 -5.977816 1.8 -0.9 2.4 0.23
H -2.039431 -0.820423 -5.361108 3.7 -0.7 1.0 0.26
H 1.737415 -2.480219 -3.159304 -0.1 1.3 -0.8 0.41
H -0.742829 -2.922802 -4.442637 0.8 -0.5 1.0 0.33
H -1.118547 3.155911 -1.456248 0.5 0.1 -0.6 0.03
H -0.415347 4.291620 -3.171015 -0.1 -0.2 0.4 0.04
H 0.941762 3.218829 -2.013970 -0.4 -0.1 -0.1 0.02
N -0.585937 -0.250606 -0.352485 -1.6 -2.4 1.0 -0.49
S 0.693617 -0.032910 0.664950 -0.5 -0.1 -0.5 0.02
C -0.070954 1.225890 1.614755 0.3 1.4 2.0 0.29
C 0.739809 2.211250 2.244281 -0.5 -0.5 -0.4 -0.09
C 0.131958 3.233217 2.987940 0.2 -0.2 -0.6 -0.54
C -1.272299 3.281545 3.040712 0.2 -0.5 -0.1 -0.34
C -2.090924 2.289658 2.478018 0.8 -0.5 -0.5 -0.73
C -1.477097 1.239461 1.774353 0.2 0.3 -0.1 0.05
C 0.789001 -1.376108 1.756915 -0.7 1.1 -0.4 0.72
C 0.435104 -1.208586 3.099650 -0.2 -0.7 1.5 -0.47
C 0.422197 -2.323728 3.938669 -0.4 1.6 0.0 -0.43
C 0.701183 -3.599586 3.464799 0.1 -0.5 -0.2 -0.76
C 1.043428 -3.739569 2.117257 0.2 0.2 -0.5 -0.25
C 1.077558 -2.661890 1.244616 0.6 -0.6 -0.1 -0.73
H -1.341843 -0.866673 0.186953 1.7 1.2 -1.4 0.16
H 1.837524 2.146634 2.086659 -0.9 0.1 0.3 0.30
H 0.781551 4.000983 3.457268 -0.7 -0.5 -0.3 0.33
H -1.743131 4.108921 3.514980 -0.3 0.6 0.5 0.38
H -3.193577 2.315788 2.516684 0.8 0.2 0.2 0.35
H -2.068402 0.454795 1.268044 0.4 0.8 0.5 0.17
H 0.149636 -0.217583 3.480508 0.3 -0.7 -0.1 0.21
H 0.160017 -2.168396 4.982860 0.0 -0.1 -0.1 0.34
H 0.595066 -4.462984 4.109239 0.2 0.0 0.0 0.34
H 1.280022 -4.724958 1.740398 0.0 -0.1 -0.1 0.35
H 1.306980 -2.771413 0.174986 -0.1 -0.1 0.6 0.29
```
Forces are in eV/Å.

Relative energy (zero: lowest compared OMol25 entry of this formula, charge and spin) ... 57.1 kcal per mole
Charge ... -1
LUMO level (alpha / beta) ... 2.951 / 2.951 eV
Spin multiplicity ... 1


(3)
Here is a molecular structure, C17H19MoN6S from the Open Molecules 2025 dataset. Energies are from ωB97M-V/def2-TZVPD.

Geometry as XYZ:
```
44
Properties=species:S:1:pos:R:3:forces:R:3:mulliken_charge:R:1
Mo -0.299755 0.133927 -0.675839 -1.6 0.0 0.6 0.56
S 1.299245 -3.763173 -1.716639 -0.2 0.9 0.2 -0.11
C 2.721245 -2.745073 -1.667239 -0.4 0.5 0.1 0.83
C 4.051745 -3.097373 -1.833839 0.0 0.0 0.0 -0.59
C 4.991945 -2.081973 -1.819739 -0.2 -0.1 0.0 -0.56
C 4.620545 -0.746173 -1.645939 -0.1 0.0 0.0 -0.73
C 3.299345 -0.390673 -1.454139 -0.3 -0.2 0.0 -0.51
C 2.340745 -1.404973 -1.462139 1.5 -0.1 -0.1 0.18
N 0.980445 -1.226173 -1.316439 0.2 -0.8 -0.2 -0.53
C 0.303645 -2.398373 -1.459239 0.3 -0.5 -0.4 0.76
C -1.150155 -2.375273 -1.507039 -0.3 0.1 0.0 1.40
C -1.902355 -3.501873 -1.836839 0.2 0.3 0.2 -0.81
C -3.280055 -3.403373 -1.971739 -0.1 0.1 0.0 -0.75
C -3.913655 -2.176273 -1.807939 0.3 -0.1 0.1 -0.64
C -3.169455 -1.043673 -1.483639 -0.4 0.5 0.1 -0.08
C -1.799755 -1.116973 -1.317839 0.4 0.1 0.2 0.14
H 4.340045 -4.125773 -1.983739 0.1 -0.1 0.0 0.46
H 6.032045 -2.326473 -1.961439 0.1 0.0 0.0 0.44
H 5.383245 0.014727 -1.675039 0.1 0.1 0.0 0.42
H 2.993845 0.646327 -1.332839 0.2 -0.1 0.0 0.37
H -1.402155 -4.444773 -2.002939 0.0 -0.1 0.0 0.44
H -3.859755 -4.279673 -2.222239 0.0 -0.1 0.0 0.46
H -4.984955 -2.100673 -1.920939 -0.1 0.0 0.0 0.45
H -3.683155 -0.093473 -1.366239 0.0 -0.1 0.0 0.44
C -0.860755 0.631727 4.020761 -0.1 -0.6 0.3 -1.10
N -0.763155 1.853127 3.238161 0.1 0.0 -1.1 0.08
C -0.762955 3.122427 3.949261 -0.1 0.7 0.3 -1.05
C -0.670055 1.787027 1.916861 0.0 0.0 0.4 0.57
N -0.778155 0.643127 1.230061 -0.1 -0.8 0.4 -0.49
N -0.458355 2.965227 1.226361 0.0 0.3 0.4 -0.13
C -0.505655 3.167327 -0.124739 0.1 0.2 0.0 0.63
N -0.515055 4.427527 -0.542639 0.0 -0.3 0.1 -0.34
N -0.519755 2.131227 -0.956839 -0.1 0.4 -1.3 -0.40
H -0.672055 0.865027 5.064361 0.0 0.0 -0.1 0.33
H -0.113255 -0.097773 3.701261 0.0 0.1 0.0 0.43
H -1.860455 0.196027 3.957661 0.0 0.0 0.0 0.40
H -0.949555 2.934827 5.003761 0.0 0.0 -0.1 0.31
H -1.563655 3.776827 3.598661 0.0 0.0 0.0 0.45
H 0.203145 3.628427 3.875561 0.0 -0.1 0.0 0.41
H -1.107855 -0.112873 1.844761 0.2 0.3 -0.4 0.14
H -0.344055 3.791527 1.807261 0.0 -0.2 -0.2 0.19
H -0.520255 5.217827 0.087561 -0.1 -0.1 0.1 0.22
H -0.527355 4.665927 -1.524439 0.1 -0.1 0.0 0.22
H -0.623655 2.452727 -1.932039 0.0 -0.3 0.5 0.11
```
Forces are in eV/Å.

Relative energy (zero: lowest compared OMol25 entry of this formula, charge and spin) ... 0.0 kcal per mole
Charge ... +3
LUMO level (alpha / beta) ... -11.473 / -11.134 eV
Spin multiplicity ... 3
<S²> ... 2.027